[1]
Computed, not measured: a structure of composition C51H64Ge2IrN8O2PSSe, with ωB97M-V with the def2-TZVPD basis set.

Kohn-Sham gap (alpha / beta) (eV): 6.11 / 6.26
Electronic energy (hartree): -9969.14190
Spin multiplicity: 6
Relative energy (zero: lowest compared OMol25 entry of this formula, charge and spin) (kcal per mole): 53.6
HOMO (alpha / beta) (eV): -8.836 / -9.577
<S²>: 8.83
Charge: +1

Geometry as XYZ:
```
131
Properties=species:S:1:pos:R:3:mulliken_spin:R:1
Ir -0.00518 0.85220 0.53040 1.484
O -1.26769 1.21127 -4.27255 0.110
S -1.78411 2.30445 -1.63119 0.003
O -0.99658 3.47796 -2.38064 0.053
N -1.20406 2.41689 -0.15787 0.086
C -1.19520 3.56433 0.62875 -0.022
C -1.58685 4.83113 0.24851 -0.001
C -1.64947 5.87283 1.18611 -0.007
C -1.27187 5.67863 2.48462 0.008
C -0.72514 4.43599 2.86626 -0.004
C -0.14829 4.21369 4.13279 0.004
C 0.44429 3.00982 4.38872 -0.006
C 0.44903 2.02060 3.39875 0.011
N -0.10672 2.16989 2.21191 0.039
C -0.68323 3.37639 1.93040 -0.027
C -3.53106 2.79446 -1.67717 0.004
C -4.23936 1.91083 -2.48719 0.021
C -5.59024 2.08887 -2.72650 0.003
C -6.24666 3.16544 -2.15100 0.000
C -5.55202 4.03081 -1.31790 0.000
C -4.20024 3.85096 -1.07004 -0.008
H -1.81782 5.03196 -0.78615 0.010
H -1.99069 6.84784 0.86377 0.000
H -1.33741 6.47351 3.21532 0.000
H -0.15213 5.00446 4.87193 0.000
H 0.91741 2.80560 5.33866 0.001
H 0.93128 1.07511 3.58513 -0.020
H -3.71832 1.07781 -2.93820 -0.014
H -6.12204 1.39031 -3.35911 -0.002
H -7.29852 3.32864 -2.34403 0.001
H -6.06595 4.85594 -0.84359 0.000
H -3.70073 4.53376 -0.40427 0.001
Se -0.99508 -2.57751 -0.66750 0.910
N 0.29437 0.22273 -1.38758 0.117
C 1.50211 -0.47211 -1.52782 0.068
C 2.72392 0.19849 -1.57521 -0.103
C 3.89432 -0.43608 -1.94176 0.143
C 3.87726 -1.78174 -2.30403 -0.065
C 2.71025 -2.49744 -2.21064 0.097
C 1.51379 -1.90378 -1.74987 0.043
N 0.44648 -2.72101 -1.59912 0.659
H 2.72500 1.25668 -1.33935 0.001
H 4.81770 0.12587 -1.99650 -0.007
H 4.78145 -2.26162 -2.65521 0.006
H 2.67702 -3.55211 -2.45219 -0.007
N 0.91169 -0.50609 1.46479 0.362
P 1.30034 -1.36439 2.72928 -0.025
N 2.02412 -2.78559 2.28512 0.042
C 2.16708 -3.92401 3.20469 -0.004
C 3.60067 -4.44207 3.19751 0.001
C 3.96777 -4.97375 1.80343 0.000
C 3.27407 -4.15098 0.70206 -0.003
C 3.00579 -2.73789 1.19527 -0.016
N 2.28678 -0.46387 3.73736 0.027
C 3.17437 0.55142 3.16403 0.036
C 4.64318 0.19911 3.37709 0.003
C 4.91330 0.00095 4.86714 0.000
C 3.99519 -1.08881 5.41656 0.003
C 2.53129 -0.74606 5.14649 0.002
N 0.07280 -1.90467 3.73986 0.040
C -0.79337 -2.97570 3.19518 0.003
C -2.19457 -2.46074 2.88391 0.011
C -2.90136 -1.98829 4.16424 0.004
C -1.86344 -1.52667 5.19595 0.000
C -0.68241 -0.88193 4.48274 0.000
H 1.50123 -4.73541 2.88690 0.001
H 1.86696 -3.62296 4.20860 0.001
H 3.70786 -5.22600 3.94798 0.000
H 4.27466 -3.62880 3.47452 0.000
H 3.67898 -6.02261 1.71917 0.000
H 5.05099 -4.92553 1.68028 0.000
H 2.32206 -4.60474 0.41574 -0.004
H 3.90094 -4.10826 -0.18762 0.001
H 2.60185 -2.10468 0.41129 0.045
H 3.95497 -2.28916 1.52135 -0.003
H 2.97891 1.52025 3.64698 0.004
H 2.94093 0.64771 2.10398 -0.035
H 5.26409 1.00104 2.97329 -0.001
H 4.88477 -0.71730 2.83214 0.001
H 4.72054 0.94062 5.39518 0.000
H 5.95717 -0.26624 5.03635 0.000
H 4.13893 -1.20635 6.49243 0.000
H 4.23399 -2.04263 4.94046 0.000
H 2.26577 0.14379 5.73660 -0.001
H 1.88852 -1.56928 5.45864 0.001
H -0.85473 -3.78990 3.92449 0.003
H -0.33881 -3.36737 2.28754 -0.012
H -2.76516 -3.25050 2.39289 0.006
H -2.10172 -1.63246 2.17497 0.007
H -3.50821 -2.79001 4.58697 0.000
H -3.57418 -1.16278 3.92400 0.000
H -1.50359 -2.37341 5.78398 0.000
H -2.30222 -0.80933 5.88991 0.000
H -0.02059 -0.40464 5.20780 -0.001
H -1.06797 -0.10670 3.80803 -0.011
C -2.31440 -3.61583 -3.05411 0.030
Ge -2.83687 -1.71001 -3.08179 0.027
C -3.72364 -1.37332 -4.82292 0.005
C -4.17287 -1.41795 -1.63891 0.032
Ge -0.69903 -0.20805 -3.05760 -0.016
C -1.65175 2.44646 -4.53444 0.327
C -2.72724 2.72162 -5.35250 -0.127
C -3.13650 4.02662 -5.60383 0.371
C -2.44179 5.11935 -5.03418 -0.087
C -1.34476 4.92399 -4.26566 0.273
C -0.89110 3.56270 -3.88945 -0.042
C 0.76338 -0.55282 -4.37517 -0.006
C 1.69814 0.44839 -4.61221 0.005
C 2.70432 0.26565 -5.54596 0.001
C 2.77304 -0.92024 -6.26659 0.004
C 1.83644 -1.91713 -6.04725 0.000
C 0.83309 -1.73221 -5.10464 0.047
H -2.91041 -4.14462 -3.79861 0.004
H -2.51404 -4.03421 -2.06950 0.004
H -1.25820 -3.75701 -3.27622 -0.005
H -4.74111 -1.76153 -4.75465 0.000
H -3.19849 -1.91067 -5.61127 0.000
H -3.76592 -0.31860 -5.09131 0.000
H -4.99109 -2.10789 -1.85464 0.002
H -4.56919 -0.40618 -1.61567 -0.006
H -3.75395 -1.66619 -0.66616 -0.019
H -3.24919 1.88580 -5.80147 0.002
H -3.98768 4.20354 -6.24635 0.018
H -2.76911 6.12909 -5.24612 -0.001
H -0.79380 5.74985 -3.83440 0.003
H 0.18090 3.41604 -4.05698 0.082
H 1.63455 1.38291 -4.06498 -0.001
H 3.43420 1.04671 -5.71820 0.000
H 3.55515 -1.05666 -7.00209 0.001
H 1.88549 -2.83920 -6.61222 0.000
H 0.09016 -2.50747 -4.94730 -0.008
```


[2]
Computed, not measured: a cluster of 2 separate species, C3H10N2 in total, with ωB97M-V with the def2-TZVPD basis set.

SMILES: C=CNC.N
Kohn-Sham gap (eV): 8.77
Electronic energy (hartree): -229.77151
Relative energy (zero: lowest compared OMol25 entry of this formula, charge and spin) (kcal per mole): 23.7
HOMO (eV): -7.724

Geometry as XYZ:
```
15
Properties=species:S:1:pos:R:3:nbo_charge:R:1
C 0.01540 2.08590 -0.78990 -0.547
C 0.07105 0.93849 -0.02686 0.011
N 0.47553 0.84559 1.32039 -0.621
C 1.25549 -0.26549 1.77780 -0.401
H 0.12505 3.10485 -0.39891 0.192
H -0.26301 2.01761 -1.85981 0.207
H -0.11915 -0.04371 -0.47564 0.212
H 0.79310 1.76378 1.63825 0.367
H 1.35394 -0.30970 2.87453 0.204
H 0.76241 -1.19682 1.40807 0.200
H 2.26835 -0.23155 1.32909 0.171
N -1.51383 -2.02732 -1.64027 -1.089
H -2.37798 -1.70297 -1.24175 0.365
H -1.58057 -2.04585 -2.64908 0.365
H -1.26578 -2.93280 -1.26592 0.363
```


[3]
Computed, not measured: the molecule C7H13NO2, with ωB97M-V with the def2-TZVPD basis set.

SMILES: CC(=O)N(C)/C(C)=C(\C)O
Kohn-Sham gap (eV): 8.98
Electronic energy (hartree): -479.72317
Relative energy (zero: lowest compared OMol25 entry of this formula, charge and spin) (kcal per mole): 46.0
HOMO (eV): -8.345

Geometry as XYZ:
```
23
Properties=species:S:1:pos:R:3:nbo_charge:R:1
C 1.23287 0.93625 -1.49676 -0.717
C 1.49434 -0.23869 -0.58634 0.721
O 2.19423 -1.16365 -0.91931 -0.584
N 0.80495 -0.20942 0.65810 -0.506
C 1.34184 -1.08155 1.69371 -0.426
C -0.51910 -0.46895 0.16283 0.054
C -0.81937 -1.85687 -0.33706 -0.677
C -1.28576 0.60656 -0.05845 0.330
C -1.16915 1.87442 0.73587 -0.672
O -2.23388 0.56404 -1.04695 -0.684
H 2.12538 1.09105 -2.09920 0.237
H 1.01896 1.82872 -0.92223 0.222
H 0.40741 0.71774 -2.16849 0.242
H 1.94361 -0.47034 2.37152 0.201
H 0.52357 -1.53786 2.25310 0.203
H 1.97304 -1.86557 1.26775 0.219
H -1.53928 -1.80856 -1.15197 0.237
H -1.25466 -2.45378 0.46606 0.218
H 0.08165 -2.35642 -0.68590 0.231
H -2.15839 2.19014 1.05018 0.210
H -0.56673 1.69899 1.60375 0.246
H -0.74087 2.70683 0.14593 0.213
H -2.85467 1.29690 -0.93613 0.480
```


[4]
Computed, not measured: a structure of composition C15H14AuI2N3O5S, with ωB97M-V with the def2-TZVPD basis set.

Kohn-Sham gap (alpha / beta) (eV): 7.13 / 7.13
Electronic energy (hartree): -2249.69967
HOMO (alpha / beta) (eV): -8.457 / -8.457

Geometry as XYZ:
```
41
Properties=species:S:1:pos:R:3:nbo_charge:R:1
Au 0.94523 1.00436 0.02879 1.501
I -2.76991 -4.09705 4.01945 0.147
C -1.96547 -2.40190 3.10667 -0.162
C -0.75493 -1.89680 3.55245 -0.272
C -0.22951 -0.76963 2.93664 -0.222
I 1.61751 -0.01029 3.52108 0.165
C -0.90660 -0.13526 1.89401 0.343
O -0.50452 1.01482 1.35314 -0.739
C -2.09590 -0.70189 1.41249 -0.093
C -2.73395 -0.10038 0.17490 -0.223
N -1.76187 0.15396 -0.87073 -0.656
C -1.37540 -0.91856 -1.71197 -0.252
C -0.01096 -1.54251 -1.41207 0.267
C 0.27529 -2.76887 -2.00602 -0.247
C 1.46302 -3.41384 -1.74717 -0.116
C 2.37085 -2.81660 -0.88060 -0.254
C 2.06046 -1.58929 -0.35477 0.083
N 0.89194 -0.96368 -0.61641 -0.476
C -2.62846 -1.81864 2.03411 -0.230
H -0.22329 -2.36971 4.36585 0.238
H -3.26700 0.82173 0.40580 0.233
H -3.47928 -0.81994 -0.18658 0.181
H -1.69149 1.09427 -1.21697 0.417
H -1.39935 -0.66200 -2.77563 0.228
H -2.08286 -1.74541 -1.57998 0.210
H -0.46610 -3.20483 -2.66303 0.230
H 1.68237 -4.36828 -2.20663 0.231
H 3.31341 -3.27882 -0.62832 0.240
H 2.74840 -1.06726 0.29206 0.237
H -3.55191 -2.25018 1.66715 0.222
O 2.85493 2.63427 -3.07121 -0.544
C 2.61212 1.92458 -2.17078 0.813
N 2.46152 1.13185 -1.27454 -0.863
C 1.69659 5.08988 -0.70951 -0.890
S 0.43605 3.97441 -0.17902 2.390
O 1.25975 2.89775 0.56449 -0.948
O -0.41579 4.67168 0.73454 -0.934
O -0.15575 3.36027 -1.34733 -1.000
H 2.11973 5.57400 0.16637 0.248
H 1.21085 5.82134 -1.35186 0.250
H 2.45027 4.54246 -1.26886 0.249
```